[1]
The following is a quantum chemistry calculation of 2 unconnected molecules or ions with the total composition CHO3PS in a non-equilibrium geometry, from the OMol25 dataset.

Each line ends with the Mulliken charge.
Element x y z (Å)
C: -1.47088 -0.33035 0.34399  -0.4441
O: 1.74692 0.13179 1.15325  -0.6724
O: 1.00874 1.93619 -0.63347  -0.6403
O: 1.56817 -0.54659 -1.28042  -0.6231
P: 1.26325 0.50497 -0.25989  0.7747
S: -2.55871 -1.03689 -0.62773  -0.5159
H: -1.55749 -0.65912 1.30426  0.1211

Results
DFT total energy (Ha): -1003.9581
HOMO level (eV): 1.28
ΔE to the lowest compared entry with this formula, charge and spin (kJ/mol): 61.0
Total charge: -2

***

[2]
The following is a quantum chemistry calculation of C4H9NO in the gas phase, from the OMol25 dataset.

Each line ends with the Mulliken charge.
Element x y z (Å)
C: -0.31091 -0.61447 1.63732  -1.5392
C: 0.29221 0.12049 0.45258  0.4241
C: -0.58805 1.17649 -0.24711  -0.5616
N: -0.30338 0.55036 -1.55149  -0.4707
C: 0.37628 -0.58676 -0.92184  -0.1116
O: 1.65415 -0.86141 -1.41461  -0.5521
H: 0.40016 -1.31811 2.08371  0.3725
H: -0.60440 0.10286 2.41289  0.3510
H: -1.20802 -1.17405 1.34585  0.3626
H: 1.27586 0.51928 0.72798  0.2257
H: -0.23608 2.21336 -0.18793  0.2393
H: -1.63695 1.14306 0.07768  0.3028
H: -1.11500 0.31793 -2.11423  0.2564
H: -0.16355 -1.54077 -0.99440  0.3673
H: 2.16767 -0.04828 -1.30640  0.3334

Results
DFT total energy (Ha): -287.7727
HOMO level (eV): -9.29
ΔE to the lowest compared entry with this formula, charge and spin (kJ/mol): 156.9
SMILES: C[C@@H]1CN[C@H]1O

***

[3]
The following is a quantum chemistry calculation of 9 unconnected molecules or ions with the total composition C37H84ClI2NO14PS8, from the OMol25 dataset.

Each line ends with the Mulliken charge.
Element x y z (Å)
C: -8.03111 -1.40642 -0.64074  -1.1839
C: -7.76902 -1.02374 -2.07542  0.2869
O: -7.18759 0.31382 -2.19230  -0.3804
C: -6.11344 0.55254 -1.42385  0.2186
O: -6.06289 1.48542 -0.66762  -0.5926
C: -4.94515 -0.37475 -1.63309  0.4928
C: -3.60791 0.37869 -1.81866  -1.5054
C: -2.89914 -0.05284 -3.09326  -0.0401
N: -2.00679 -1.29042 -3.09438  1.7651
C: -2.42906 -2.07592 -4.30404  -0.9084
C: -3.76053 -2.80918 -4.17741  -0.8135
O: -3.90825 -3.83622 -3.60078  -0.4068
I: -5.41635 -1.95543 -5.26058  0.1427
C: -2.24499 -2.09481 -1.84761  -3.2197
C: -1.49196 -3.39120 -1.86139  0.3537
P: -1.96202 -4.52764 -0.41770  -0.2759
C: -0.62124 -4.16009 0.73112  -0.9391
O: -3.22140 -3.71478 0.28714  -0.4062
O: -0.11130 -3.06491 -1.77126  -0.2883
C: 0.29220 -2.37252 -2.94020  -1.0530
C: 1.80989 -2.23556 -2.85478  -1.0468
C: 2.45819 -3.22536 -3.79435  -0.4746
O: 2.31111 -3.14822 -4.99278  -0.4843
C: -0.45989 -1.02866 -3.20635  2.3303
C: -0.10523 -0.69890 -4.67890  -2.1435
C: -0.71475 0.54771 -5.32229  -1.0655
C: 0.20925 1.01140 -6.44228  -0.7068
Cl: -0.58930 2.17447 -7.49686  -0.1926
C: 0.08233 0.12906 -2.34830  -2.0862
C: 0.50302 -0.08587 -0.87455  -0.3151
C: -0.18589 0.83965 0.14679  -1.1000
I: 2.61268 0.34314 -0.65840  0.1303
H: -8.80267 -2.16477 -0.63372  0.4474
H: -7.15284 -1.85322 -0.18092  0.3380
H: -8.33727 -0.54689 -0.05569  0.2435
H: -7.09750 -1.73874 -2.54583  -0.0883
H: -8.69238 -0.98468 -2.62858  0.2606
H: -5.15494 -1.01027 -2.48506  -0.4234
H: -4.90638 -0.99888 -0.74306  0.2923
H: -3.01179 0.36613 -0.92049  0.1288
H: -3.82943 1.43036 -1.96650  0.6701
H: -2.36523 0.78576 -3.50680  0.2806
H: -3.68462 -0.24706 -3.81287  0.5650
H: -1.69261 -2.83161 -4.53835  0.7039
H: -2.48759 -1.41109 -5.15065  1.1109
H: -3.29999 -2.26309 -1.67195  1.3217
H: -1.86953 -1.53407 -1.00053  0.9024
H: -1.69126 -3.97134 -2.75609  0.5657
H: 0.28648 -4.62919 0.37386  0.3302
H: -0.39589 -3.10560 0.87364  0.3280
H: -0.86652 -4.60003 1.68884  0.3550
H: -2.90826 -2.94263 0.77562  0.3444
H: 0.07400 -3.02049 -3.78970  1.1829
H: 2.11193 -2.46457 -1.84045  0.3274
H: 2.19214 -1.26639 -3.14580  0.3185
H: 3.06488 -4.03081 -3.36264  0.3966
H: -0.23625 -1.56825 -5.31446  0.7091
H: 0.96692 -0.54081 -4.69529  0.7725
H: -1.69128 0.38730 -5.76633  0.5494
H: -0.75115 1.36100 -4.60766  0.4851
H: 1.07670 1.49912 -6.01114  0.4076
H: 0.58053 0.17547 -7.02358  0.4117
H: 0.97902 0.44355 -2.86549  0.9569
H: -0.54564 1.01004 -2.38418  0.7626
H: 0.40011 -1.10265 -0.52613  0.0516
H: 0.52905 1.30659 0.80622  0.5493
H: -0.88533 0.26388 0.74610  0.1859
H: -0.75962 1.62726 -0.31951  0.1817
C: 4.33155 5.35296 2.19441  -0.9732
S: 4.08776 4.57094 0.60247  0.4572
O: 2.67093 4.09855 0.55989  -0.5049
C: 5.11867 3.14635 0.93871  -0.4564
H: 3.73384 6.26155 2.20842  0.3278
H: 4.00605 4.67527 2.98436  0.2931
H: 5.38597 5.60402 2.30871  0.3655
H: 4.73692 2.61477 1.81252  0.1739
H: 6.14177 3.48330 1.11264  0.0969
H: 5.08609 2.49110 0.06970  0.2074
C: 1.02026 -5.06772 4.79017  -0.8045
S: 1.64448 -3.62757 3.93084  0.5269
O: 1.71747 -3.99314 2.48117  -0.6003
C: 3.30801 -3.73190 4.58883  -0.9664
H: -0.01676 -5.21565 4.48944  0.3522
H: 1.61770 -5.94097 4.52977  0.1629
H: 1.06364 -4.89081 5.86436  0.3756
H: 3.74085 -4.70139 4.34381  0.3250
H: 3.27414 -3.59165 5.66829  0.3958
H: 3.89062 -2.92966 4.14103  0.2737
C: 9.24376 5.86775 0.13317  -0.9538
S: 9.33037 4.18884 0.75700  0.4744
O: 8.18343 4.02755 1.69643  -0.5979
C: 10.79084 4.42438 1.76960  -1.0079
H: 8.35620 5.94358 -0.49129  0.2993
H: 9.16733 6.56257 0.96891  0.3013
H: 10.13119 6.07705 -0.46332  0.3969
H: 10.60709 5.21961 2.49132  0.3104
H: 11.63564 4.67263 1.12801  0.3969
H: 10.98698 3.48920 2.28869  0.3297
C: 1.59259 7.85813 -1.54915  -1.0131
S: 3.17286 7.00867 -1.61355  0.7422
O: 4.11039 7.77843 -0.75416  -0.6376
C: 3.54448 7.44201 -3.31768  -1.0640
H: 1.20504 7.74968 -0.53877  0.2920
H: 1.73414 8.91345 -1.78148  0.3596
H: 0.90509 7.39552 -2.25683  0.3460
H: 3.54959 8.52629 -3.42773  0.3319
H: 2.79939 6.99227 -3.97362  0.3573
H: 4.52847 7.04188 -3.55113  0.3091
C: 3.92046 -9.80269 4.89788  -0.9929
S: 2.66743 -8.85790 5.76519  0.4580
O: 2.79987 -7.44644 5.30219  -0.5735
C: 3.43922 -8.93917 7.38162  -0.9779
H: 3.64463 -9.82737 3.84633  0.3122
H: 4.88843 -9.31680 5.01618  0.3168
H: 3.94600 -10.81724 5.29428  0.3955
H: 4.44042 -8.51285 7.32747  0.3079
H: 3.47857 -9.97767 7.70876  0.3921
H: 2.82614 -8.36139 8.06921  0.3143
C: 4.64960 1.86517 5.85149  -0.8086
S: 5.08917 0.41231 4.89195  0.5813
O: 5.34019 -0.68679 5.85890  -0.6505
C: 6.69182 1.02196 4.35621  -0.7876
H: 3.68534 1.67359 6.31648  0.3166
H: 5.40398 2.03484 6.61919  0.3134
H: 4.57332 2.72721 5.18870  0.2113
H: 7.30004 1.25506 5.22972  0.3596
H: 6.55836 1.90744 3.73388  0.1820
H: 7.16493 0.23456 3.77408  0.3114
C: -3.80631 4.22209 2.56834  -1.0372
S: -2.47119 3.98001 1.40012  0.4953
O: -2.31098 2.50813 1.21177  -0.5351
C: -1.14333 4.49487 2.48911  -0.8409
H: -4.72434 3.90260 2.08641  0.3086
H: -3.62187 3.61569 3.45507  0.3172
H: -3.86642 5.27908 2.82834  0.4104
H: -1.14399 3.86668 3.37962  0.3333
H: -1.28489 5.54192 2.75568  0.4238
H: -0.20480 4.37648 1.94916  0.1356
C: -12.97464 -0.88404 -3.03358  -1.0507
S: -11.43538 -0.45955 -2.21941  0.5833
O: -10.59874 -1.69040 -2.24236  -0.6312
C: -12.11282 -0.33523 -0.56385  -0.9686
H: -12.75608 -1.04997 -4.08574  0.3343
H: -13.37874 -1.79347 -2.59056  0.3199
H: -13.67777 -0.05809 -2.93091  0.3952
H: -12.57535 -1.28304 -0.29025  0.3230
H: -12.84257 0.47317 -0.53420  0.4022
H: -11.29177 -0.11236 0.11384  0.2828

Results
DFT total energy (Ha): -7150.2284
HOMO level (eV): -9.91
Total charge: +1

***

[4]
The following is a quantum chemistry calculation of a molecular structure, C4H4O2Sr in a non-equilibrium geometry, from the OMol25 dataset.

Each line ends with the Mulliken charge.
Element x y z (Å)
H: 1.68193 2.29082 -0.36383  0.3466
O: -2.95063 2.34967 -0.28355  -0.5056
C: -1.90363 2.89415 -1.03787  -0.2030
C: -0.65834 2.18552 -0.72265  0.2995
C: 0.60172 1.89448 -0.94501  -0.5859
H: -3.76412 2.81982 -0.48817  0.3399
H: -1.73532 3.96516 -0.82749  0.3135
H: -2.06548 2.80521 -2.12702  0.3380
C: 0.39409 1.54016 0.37956  0.3685
O: 0.51615 0.55876 1.13325  -0.7672
Sr: -0.28159 -1.30524 2.31247  2.0557

Results
DFT total energy (Ha): -335.1683
HOMO level (eV): -15.83
ΔE to the lowest compared entry with this formula, charge and spin (kJ/mol): 197.2
Total charge: +2